C3H10N4O as an isolated structure at a distorted geometry, computed with ωB97M-V with the def2-TZVPD basis set.

XYZ file:
```
18
Properties=species:S:1:pos:R:3:nbo_charge:R:1
C 2.09441 0.16003 -0.06110 -0.420
N 0.86204 0.08146 -0.82491 -0.337
C -0.68369 -0.00760 0.96507 0.331
C -0.63656 0.69444 -0.11083 0.355
N 0.77952 -1.03927 -1.64241 -0.648
N -0.54184 -1.21056 1.49979 -0.842
N -1.13111 1.56356 -0.99771 -0.826
O -2.31807 0.94073 1.19883 -0.937
H -2.94181 0.19916 1.19604 0.436
H 0.71452 -1.90484 -1.09513 0.314
H -0.07166 -0.96883 -2.19652 0.356
H 0.30676 -1.39558 2.01997 0.390
H -1.34103 -1.62934 1.96561 0.410
H -1.88483 2.11837 -0.60904 0.437
H -0.47240 1.84708 -1.71023 0.419
H 2.25918 -0.72181 0.57510 0.144
H 2.94245 0.22994 -0.75218 0.207
H 2.06413 1.04306 0.57965 0.211
```

As for the spin multiplicity: 1. The gap between HOMO and LUMO is 0.302 hartree.

***

The molecule C6H9N, computed with ωB97M-V with the def2-TZVPD basis set.

XYZ file:
```
16
Properties=species:S:1:pos:R:3:nbo_charge:R:1
C -1.42427 1.58354 -0.27450 -0.645
C -0.24413 0.65266 -0.17351 0.136
C -0.05959 -0.71781 -0.28201 -0.115
C -0.75695 -1.84276 0.44405 -0.622
C 1.34307 -0.93971 -0.38724 -0.285
C 1.98071 0.23457 -0.14748 -0.080
N 1.01503 1.20547 -0.06044 -0.516
H -2.20553 1.19046 -0.92999 0.232
H -1.10611 2.53345 -0.72202 0.216
H -1.88947 1.83608 0.68111 0.215
H -0.97731 -2.74722 -0.12440 0.211
H -1.62921 -1.50968 1.00368 0.213
H -0.01689 -2.14378 1.19817 0.212
H 1.77566 -1.92124 -0.52760 0.215
H 3.01127 0.42618 0.10121 0.210
H 1.18370 2.15979 0.20098 0.405
```

As for the spin multiplicity: 1. Its SMILES is Cc1cc[nH]c1C. The gap between HOMO and LUMO is 0.323 hartree.

***

A 2-piece molecular cluster, H2IOP overall at a distorted geometry, computed with ωB97M-V with the def2-TZVPD basis set.

XYZ file:
```
5
Properties=species:S:1:pos:R:3:nbo_charge:R:1
O 1.00891 -0.30625 0.28629 -0.942
P -1.02811 1.98855 -0.37760 0.125
I -2.37041 -0.02923 -0.41823 -0.127
H 1.77789 -0.64602 0.70223 0.472
H 0.61172 -1.00705 -0.19270 0.472
```

As for the spin multiplicity: 1. The gap between HOMO and LUMO (spin up / spin down) is 0.250 / 0.249 hartree.

***

The molecule C4H6O at a distorted geometry, computed with ωB97M-V with the def2-TZVPD basis set.

XYZ file:
```
11
Properties=species:S:1:pos:R:3:nbo_charge:R:1
C 1.14119 1.22072 0.36861 -0.255
O 0.56733 0.06963 0.92854 -0.514
C -0.72701 -0.16401 0.45968 -0.131
C -0.75856 -0.76332 -0.88829 -0.063
C -0.86376 -1.76860 -1.53950 -0.209
H 1.23769 1.14271 -0.72418 0.175
H 2.13092 1.32383 0.81438 0.197
H 0.53731 2.10680 0.60785 0.164
H -1.12483 -0.97729 1.07290 0.218
H -1.38232 0.71268 0.56316 0.184
H -0.94736 -2.78239 -1.84319 0.235
```

As for the spin multiplicity: 1. Its SMILES is C#CCOC. The gap between HOMO and LUMO is 0.405 hartree.

***

The molecule C20H17N3O5 at a distorted geometry, computed with ωB97M-V with the def2-TZVPD basis set.

XYZ file:
```
45
Properties=species:S:1:pos:R:3:nbo_charge:R:1
O 0.58598 3.89480 -2.46073 -0.631
O 3.76114 1.25286 -3.63743 -0.611
N -1.22598 1.40680 0.00784 -0.492
O 1.02360 -0.19445 -0.07704 -0.669
O -4.21000 -2.76996 3.62797 -0.477
O -2.42286 -1.60026 4.52126 -0.491
C 1.21910 2.88331 -2.13012 0.649
C 2.94851 1.41851 -2.73273 0.789
C 0.81022 1.96791 -1.07378 -0.372
C 1.45745 0.74454 -1.00005 0.632
C -0.35070 2.37615 -0.27448 0.362
C 4.26891 -3.44025 -2.09654 -0.197
C 3.64956 -2.85014 -3.23337 -0.203
C 4.23600 -2.72929 -0.85634 -0.199
C -4.50620 -1.40429 1.60650 -0.254
C 3.12987 -1.55151 -3.16568 -0.183
C 3.59642 -1.48958 -0.78697 -0.204
C -4.01000 -0.30656 0.90738 -0.203
C -2.34925 0.07676 2.66085 -0.280
C -3.87456 -1.74372 2.81170 0.219
C -2.81199 -1.04080 3.34092 0.295
C 3.06500 -0.87192 -1.95296 0.132
C -2.91890 0.43648 1.40904 -0.030
N 2.37388 2.65956 -2.80795 -0.597
N 2.48392 0.42148 -1.89326 -0.456
C -3.31469 -2.71537 4.73489 0.238
C -0.53036 3.79153 0.22648 -0.692
C -2.46471 1.70320 0.73405 -0.273
H 0.09850 0.03208 0.12322 0.536
H 4.76656 -4.37160 -2.25405 0.217
H 3.63612 -3.37313 -4.15327 0.216
H 4.67290 -3.16513 0.03818 0.220
H -5.39638 -1.98784 1.30846 0.231
H 2.67265 -1.08012 -4.02300 0.230
H 3.57205 -0.98036 0.16575 0.225
H -4.48501 0.01586 -0.02034 0.216
H -1.51823 0.62542 3.06493 0.219
H 2.45734 3.14641 -3.66115 0.439
H -3.93966 -2.53018 5.62731 0.155
H -2.77852 -3.62045 4.88672 0.166
H -0.69762 3.78623 1.30997 0.225
H -1.38252 4.22834 -0.31456 0.248
H 0.33102 4.42898 0.00178 0.246
H -3.21683 2.05159 -0.01100 0.214
H -2.41174 2.46811 1.50158 0.198
```

As for the spin multiplicity: 1. Its SMILES is C/C(=N\Cc1ccc2c(c1)OCO2)c1c(O)n(-c2ccccc2)c(=O)[nH]c1=O. The gap between HOMO and LUMO is 0.313 hartree.

***

The molecule C5H6N4 at a distorted geometry, computed with ωB97M-V with the def2-TZVPD basis set.

XYZ file:
```
15
Properties=species:S:1:pos:R:3:nbo_charge:R:1
C -0.80603 -0.92093 1.29715 -0.278
C 0.73329 0.25561 -0.12405 0.365
C 0.58104 0.78803 -2.43425 0.256
C -1.18818 -0.12525 -1.21553 0.098
C -0.52228 -0.31482 0.03473 -0.188
H -1.02310 -2.12530 1.51572 0.259
H -1.64047 -0.06017 1.59774 0.223
H 0.19050 0.24066 2.70965 0.343
H 2.36161 0.56307 1.33768 0.390
H 1.29397 1.10126 -3.32375 0.234
H -2.20554 -0.78420 -1.20920 0.179
N 0.60360 -0.47549 2.15831 -0.422
N 1.21419 0.56783 1.18364 -0.490
N 1.16953 0.86805 -1.20765 -0.489
N -0.76213 0.42166 -2.32020 -0.479
```

As for the spin multiplicity: 1. Its SMILES is c1ncc2c(n1)NNC2. The gap between HOMO and LUMO is 0.334 hartree.

***

A 9-piece molecular cluster, C4H29N3O8 overall at a distorted geometry, computed with ωB97M-V with the def2-TZVPD basis set.

XYZ file:
```
44
Properties=species:S:1:pos:R:3:nbo_charge:R:1
C -0.06456 0.80067 0.59469 -0.246
N -0.89699 0.36640 1.75410 -0.656
C -0.85797 -1.13920 1.79476 -0.059
N -2.15667 -1.80327 1.73401 -0.865
C -0.50633 2.16397 0.10047 -0.234
N -1.52179 2.01316 -1.01937 -0.694
C -1.08066 2.58615 -2.27625 -0.424
H 0.02183 0.08269 -0.20872 0.188
H 0.94611 0.91984 1.00919 0.187
H -1.86259 0.61453 1.56832 0.350
H -0.22423 -1.60253 1.04854 0.167
H -0.45809 -1.43441 2.76576 0.171
H -2.56506 -1.90364 0.80527 0.396
H -2.84117 -1.35579 2.32947 0.352
H -0.99710 2.79654 0.83747 0.202
H 0.29900 2.75461 -0.32860 0.204
H -2.48736 2.09556 -0.74784 0.380
H -0.89418 3.66404 -2.16572 0.170
H -0.09786 2.17748 -2.54495 0.199
H -1.72210 2.47560 -3.14985 0.211
H 3.60999 0.43840 -2.76179 0.469
H 2.85196 -0.02046 -1.46802 0.498
O 2.72527 0.16588 -2.43404 -1.016
H -1.27322 -0.99121 -2.83064 0.484
H -1.06010 0.07579 -1.65188 0.500
O -1.41755 -0.79422 -1.88721 -0.992
H 0.69775 1.69543 3.55369 0.486
H -0.24295 0.70058 4.33008 0.492
O 0.55279 1.23263 4.40588 -0.963
H 3.45428 0.39230 2.76667 0.479
H 2.23128 0.52146 3.82716 0.506
O 2.57715 0.09239 3.03329 -0.994
H 2.14005 -1.86510 -3.47806 0.488
H 0.80066 -1.51871 -3.02805 0.466
O 1.27082 -2.28787 -3.38811 -0.956
H -2.98423 -0.47808 -0.82918 0.496
H -4.00542 -1.48643 -1.45946 0.475
O -3.71834 -1.08995 -0.65357 -0.971
H 0.79825 -2.99306 0.50524 0.476
H 0.97239 -3.02996 -0.95116 0.495
O 1.46579 -2.78470 -0.16942 -0.958
H 2.50463 -0.28471 0.73430 0.492
H 2.87965 -1.44142 -0.11697 0.511
O 3.13685 -0.52137 0.05049 -0.963
```

As for the spin multiplicity: 1. Its SMILES is CNCCNCN.O.O.O.O.O.O.O.O. The gap between HOMO and LUMO is 0.349 hartree.

***

C8H8FeN2O4S as an isolated structure at a distorted geometry, computed with ωB97M-V with the def2-TZVPD basis set.

XYZ file:
```
24
Properties=species:S:1:pos:R:3:mulliken_spin:R:1
O 0.47470 -3.27587 -2.75139 0.050
C 0.40050 -2.12046 -2.84250 -0.014
Fe 0.58788 -0.42322 -2.71162 3.291
O -1.53893 -0.40140 -5.07021 0.017
C -0.76865 -0.37472 -4.22288 0.129
C 2.16072 -0.39029 -3.38550 -0.031
O 3.30860 -0.40310 -3.54605 0.068
C 0.39193 1.30263 -2.67953 0.018
O 0.50679 2.42437 -2.53472 0.032
S 1.58637 -0.53976 -0.64868 0.317
C 0.49615 -0.12485 0.75181 -0.116
N -0.75401 -0.57540 0.86616 0.486
C -1.61206 -0.31744 1.99382 0.029
C -1.18510 0.90720 2.77386 0.016
C 0.29340 0.84744 3.01134 0.016
N 0.98622 0.64348 1.74305 0.562
H -1.12156 -1.17357 0.09847 -0.013
H -1.63381 -1.19973 2.65157 0.060
H -2.62867 -0.20384 1.64016 0.023
H -1.66793 0.85593 3.75079 -0.003
H -1.47873 1.83579 2.26494 0.002
H 0.53668 0.03420 3.71814 0.066
H 0.67968 1.75353 3.44121 0.018
H 1.97981 0.91908 1.68776 -0.023
```

The total charge is +3. As for the spin multiplicity: 6. The gap between HOMO and LUMO (spin up / spin down) is 0.293 / 0.199 hartree.

***

A 2-piece molecular cluster, C4H7NOSi overall at a distorted geometry, computed with ωB97M-V with the def2-TZVPD basis set.

XYZ file:
```
14
Properties=species:S:1:pos:R:3:nbo_charge:R:1
C 0.34114 -2.40732 -0.65454 -0.273
C 1.53649 -2.08557 0.09059 -0.243
C -0.36539 -1.31545 -0.92536 -0.097
C 1.40632 -0.71622 0.39413 -0.104
N 0.23361 -0.32745 -0.19676 -0.083
O 0.29190 1.49975 -0.87545 -0.777
Si -0.85270 2.29883 -0.13969 1.190
H 0.03722 -3.32684 -1.05306 0.223
H 2.24209 -2.85756 0.42727 0.235
H -1.26078 -1.29101 -1.61333 0.245
H 1.76578 0.01305 1.11090 0.240
H -0.66419 2.47294 1.38248 -0.229
H -0.30054 3.58196 -0.49998 -0.158
H -2.28481 1.56077 -0.09290 -0.168
```

As for the spin multiplicity: 1. The gap between HOMO and LUMO (spin up / spin down) is 0.259 / 0.256 hartree.

***

Number 1: E -11275.250 eV. Number 2: E -7857.096 eV. Number 3: E -19467.471 eV. Number 4: E -6289.537 eV. Number 5: E -35723.071 eV. Number 6: E -11237.638 eV. Number 7: E -25468.347 eV. Number 8: E -64780.765 eV. Number 9: E -15671.592 eV.